22
Properties=species:S:1:pos:R:3:forces:R:3 method="wB97M-V/def2-TZVPD" e_lumo_ev=0.53 relative_energy_kcal_mol=138.2 e_homo_ev=-8.94 fmax_ev_per_a=6.24
H -0.343 4.348 -1.011 -0.7782 -0.1173 -0.7755
H -2.118 -2.341 -1.173 0.6117 -0.4586 2.0790
H -0.360 -4.110 0.167 -1.2163 0.5540 0.4227
H 0.237 0.039 1.293 0.8436 -2.4914 1.8223
H 1.216 4.257 0.705 -0.6310 -1.4681 -0.4215
N -1.119 -1.228 0.281 -3.0150 1.4955 -0.8567
C -0.825 1.073 -0.138 -1.0042 0.3171 0.8635
C 0.856 2.119 1.126 -0.1487 0.1635 -0.6075
N -1.755 0.010 -0.476 2.6369 -1.4902 0.6700
H 1.670 2.093 1.787 0.8205 -0.0655 1.0909
H -1.751 2.155 -1.642 0.5189 0.6613 0.7108
O -3.622 1.361 -0.484 0.5778 0.8765 -0.5414
C -0.306 3.372 -0.562 0.9931 1.3590 0.8345
C -1.205 -3.539 0.693 -0.6207 -2.0760 -5.8484
O -3.820 -0.696 0.050 0.5177 0.3368 -0.5701
C -1.562 -2.335 -0.153 -0.2872 0.3142 -1.5034
C 0.639 3.319 0.428 1.0991 0.3143 1.4263
C -1.039 2.258 -0.797 -1.2979 -0.9640 -2.5461
H -2.074 -4.226 0.718 0.5730 0.4646 0.5274
C 0.131 0.956 0.896 -1.1051 3.6008 -2.8670
N -3.162 0.279 -0.304 -0.2301 -2.5110 2.0139
H -0.788 -3.221 1.533 1.1422 1.1844 4.0762